Record 1
DFT (wB97M-V/def2-TZVPD) results for a cluster of 3 separate species, C38H58N2O7S in total at a distorted geometry.

Output
Net charge: 0
SMILES string: CCOCCOc1cccc2c1N(N=C(C)C)c1ccc(COCC)c(CCCCCCCCOC(C)=O)c1S2.CC(C)=O.CC(C)=O
Kohn-Sham gap in Ha: 0.303
HOMO in Ha: -0.28295

The geometry in XYZ format:
```
106
Properties=species:S:1:pos:R:3:mulliken_charge:R:1
S 0.8422 -0.7104 -3.1849 -0.4434
O -0.1276 -3.6427 -5.2891 -0.5036
O -2.9142 1.6618 4.7312 -0.4779
O -4.3025 3.6859 -2.5132 -0.5391
O 4.3500 1.8042 -0.2166 -0.4785
O -4.2334 4.6856 -0.4390 -0.4094
O -0.9018 -4.6098 1.9325 -0.4287
O 3.2031 0.2749 2.9128 -0.3779
N 3.2180 -0.6289 -1.2428 1.7215
N 3.9026 -1.1191 -2.4124 -0.5571
C -1.4648 -2.6157 -2.1484 -1.1253
C 1.0835 2.1440 -3.0297 -0.9480
C -1.2516 -4.2020 0.5971 -0.9460
C 1.8859 -2.7467 -6.1756 -0.6388
C -1.8072 -2.4590 2.9054 0.0287
C -1.7660 -4.0398 2.9174 -0.5872
C 1.1278 -3.1244 0.8412 -1.0201
C -2.3574 -0.7544 -0.5245 0.5290
C -2.2460 -1.2263 -2.0216 -0.6400
C 0.7693 -3.7549 -6.0981 0.7838
C -2.5331 2.3209 5.6742 0.9145
C 0.8962 -1.6981 -1.6403 1.6662
C 2.2302 -2.2498 0.4041 -0.7088
C 1.6933 3.3593 -2.4989 -0.5534
C -5.0524 3.7225 0.2725 -0.7576
C 4.2448 0.8949 2.1333 -0.2558
C 6.2173 -0.6832 -3.2109 -1.2882
C 2.7973 3.2514 -1.5524 -0.6451
C 5.7565 -2.0426 -0.9511 -0.7481
C 2.7188 0.6772 -1.6556 -0.1972
C 2.4085 1.2573 3.5942 -0.5759
C -4.3165 3.1007 1.5260 -0.0608
C -3.5567 0.6188 1.2496 0.3127
C -3.6799 4.0873 -1.5681 0.5967
C 3.2984 1.9312 -1.1497 -0.0391
C 1.5921 0.8528 -2.6046 0.8642
C 0.8102 -4.9098 -7.0662 -1.2469
C -2.1058 3.9880 -1.5917 -0.5201
C -4.7356 1.5804 1.6447 -1.1776
C 2.1342 -1.5181 -0.8448 -0.8431
C -3.3785 0.4597 -0.3301 0.0206
C -0.2075 -2.5574 -1.2241 0.0315
C -0.0971 -3.2954 0.0582 0.7389
C -2.9847 2.0137 7.0792 -1.2647
C 3.7044 1.9439 1.0894 -0.2779
C 5.1666 -1.2630 -2.1960 0.6519
C 0.9256 1.3487 3.0368 -0.3827
C -1.5882 3.4811 5.4892 -1.1290
H 0.1949 1.3731 3.8866 0.1730
H 1.7259 -1.9758 -5.4223 -0.0404
H -1.7614 3.8607 -0.5316 0.1827
H 5.5407 -1.4919 -0.0003 0.0001
H 1.7193 -5.4936 -6.9106 0.3313
H 3.1634 -2.1167 1.0065 0.2487
H -5.6389 1.2915 1.0506 0.6093
H -0.9828 -1.9850 2.3139 -0.1418
H 4.7593 0.0699 1.5607 -0.2123
H -0.6641 3.3008 6.0421 0.3377
H -1.3927 -0.4107 -0.0726 -0.0168
H -2.5549 0.9628 1.6411 0.0172
H 6.9580 -1.4741 -3.5123 0.3925
H -3.5170 2.8714 7.4949 0.3571
H -1.7796 -2.0086 3.9307 0.4070
H 5.2987 -3.0629 -0.9581 0.2492
H -5.3505 2.8612 -0.3892 0.3623
H -0.0529 -5.5542 -6.8969 0.3179
H -4.3717 0.2520 -0.8140 0.4071
H -3.6593 1.1575 7.0625 0.3122
H 3.2306 4.1857 -1.1343 0.4104
H -3.2756 -1.4016 -2.4313 0.6099
H -1.7841 -0.4076 -2.6246 0.1560
H -3.1945 3.2042 1.4538 0.0219
H 5.7257 -0.2998 -4.1434 0.3109
H 2.6189 1.6898 0.9242 0.2667
H -1.3480 3.5862 4.4307 0.2056
H -2.0591 4.4033 5.8349 0.4295
H 0.6792 0.4156 2.4508 0.0363
H -2.8204 -4.4503 2.8803 0.2808
H -1.3608 -4.3529 3.9234 0.3661
H -2.8730 1.3673 -0.7588 -0.3924
H 1.2860 -3.6187 1.8312 0.3115
H -5.9961 4.2173 0.6203 0.3283
H -4.9486 1.3918 2.7363 0.2278
H -1.1091 -2.7044 -3.2065 0.0262
H -1.6876 4.9255 -2.0378 0.3699
H -4.6029 3.6581 2.4608 0.3934
H 0.7737 -4.5371 -8.0916 0.3321
H -2.1224 1.7686 7.7022 0.3504
H 0.2301 2.1646 -3.7535 0.4818
H 0.7556 2.2311 2.3692 0.2797
H 2.9040 2.2673 3.6593 0.2586
H -1.7740 3.1094 -2.1929 0.0842
H 5.0442 1.3126 2.8174 0.3125
H -1.2611 -5.1344 -0.0293 0.3521
H 6.7502 0.1309 -2.6547 0.2796
H -2.2647 -3.7260 0.5285 0.3567
H -2.1417 -3.4836 -1.9525 0.5098
H -2.8148 -1.6165 0.0466 -0.3183
H 3.8131 2.9917 1.4973 0.3562
H 1.8964 -2.2785 -7.1621 0.3651
H 2.3050 0.9160 4.6677 0.4066
H 6.8580 -2.1790 -1.1053 0.3927
H -2.7754 -2.1422 2.4290 -0.1093
H 1.2552 4.3311 -2.8208 0.3856
H -3.7576 -0.4225 1.6257 -0.0859
H 2.8426 -3.2352 -5.9802 0.2902
```

Record 2
DFT (wB97M-V/def2-TZVPD) results for a structure of composition C25H26F4N3RuSe4 at a distorted geometry.

Output
<S²>: 0.863
Net charge: -2
Kohn-Sham gap (alpha / beta) in Ha: 0.163 / 0.158
2S+1: 2
HOMO (alpha / beta) in Ha: -0.01357 / -0.00983

The geometry in XYZ format:
```
63
Properties=species:S:1:pos:R:3:mulliken_spin:R:1
Ru -0.8644 -0.5642 0.7237 0.1718
Se -2.6929 -2.4529 -0.2828 0.2903
Se -2.4886 -4.6258 -1.6604 0.0986
Se -0.1217 -4.6882 -1.9707 0.0059
Se 0.5322 -2.5427 -0.7043 0.3727
F 0.2082 -2.3317 2.8625 -0.0009
F -0.6639 1.0854 1.7371 0.0109
F 0.9575 -0.2119 3.0485 -0.0016
F 1.8262 -1.5818 1.4808 0.0137
N -5.1314 -2.1405 6.6682 0.0003
N 0.4616 0.6103 -0.5054 0.0176
N -2.0725 -0.9961 2.3963 -0.0033
C 0.2111 0.0724 -2.8513 0.0211
C 1.0102 3.0172 -0.7737 -0.0012
C 4.7262 0.7809 -0.8688 0.0035
C -0.1326 2.1467 1.1196 -0.0080
C 1.0248 0.2985 -1.7012 -0.0506
C -2.6873 -2.4939 4.1795 -0.0031
C 0.3317 4.5003 1.0221 -0.0005
C -1.9262 -2.1534 3.0760 -0.0012
C 0.9425 4.3014 -0.2155 0.0008
C -3.0186 -0.1381 2.8337 0.0003
C -0.2142 3.4127 1.6958 -0.0059
C -1.3210 0.1117 -2.8477 0.0301
C 3.3524 0.1558 -0.5896 -0.0130
C -3.8298 -0.3859 3.9260 -0.0042
C 0.8194 -0.2617 -4.0807 -0.0069
C 0.6767 -1.2355 2.1642 0.0453
C -1.9387 -0.9814 -1.9690 0.0004
C 2.9899 -0.2722 -3.0647 -0.0118
C 2.4367 0.0843 -1.8183 0.0567
C -4.4713 -1.8936 5.7464 -0.0007
C 2.1930 -0.4237 -4.1903 0.0053
C 3.5167 -1.2384 0.0227 0.0406
C -3.6566 -1.5888 4.6086 0.0018
C -1.9231 1.4851 -2.5474 -0.0089
C 0.4756 1.9035 -0.1064 -0.0155
H 2.5464 -1.6633 0.3029 -0.0260
H -0.7024 3.5275 2.6543 -0.0002
H -3.1085 0.7824 2.2633 -0.0052
H 1.3691 5.1379 -0.7588 0.0002
H -1.7724 -0.8075 -0.9021 -0.0203
H 4.1337 -1.1942 0.9266 0.0023
H 0.2076 -0.4210 -4.9636 0.0001
H -4.5744 0.3421 4.2317 0.0002
H -1.1560 -2.8194 2.6964 0.0025
H 2.9039 0.7983 0.1737 0.0011
H -1.5231 -1.9644 -2.2171 0.0191
H 2.6361 -0.6971 -5.1409 0.0012
H -2.0769 0.4682 -0.1731 -0.0232
H -1.8988 1.7302 -1.4834 0.0061
H -2.5245 -3.4396 4.6864 0.0007
H -1.6509 -0.1224 -3.8701 0.0016
H -2.9777 1.5053 -2.8457 0.0007
H 1.4852 2.8865 -1.7431 -0.0006
H 4.0539 -0.4553 -3.1627 0.0003
H 5.2624 0.9520 0.0715 -0.0008
H 4.6240 1.7462 -1.3761 0.0002
H 5.3603 0.1347 -1.4848 -0.0005
H 0.2792 5.4938 1.4526 0.0000
H 3.9937 -1.9330 -0.6776 0.0052
H -1.4053 2.2771 -3.0985 -0.0003
H -3.0223 -1.0288 -2.1250 -0.0145
```

The records above yield E values of -2516.8803, -11232.3144 Eh, respectively.